Record 1
# C44H96ClN8O4

A 4-piece molecular cluster, C44H96ClN8O4 overall (wB97M-V/def2-TZVPD, OMol25).

Its spin multiplicity is 1. The value obtained for the LUMO energy is -3.18 eV. As for the total charge: +1. As for the calculated total energy: -79801.2445 eV.

Positions of all 153 atoms, in Å:
C  -3.171468  6.392585  -3.036834
H  -5.693810  3.786496  0.248843
O  2.131658  -0.479753  4.874638
C  2.834285  0.413833  -3.241946
C  2.806637  7.302136  4.027329
H  -6.691580  -5.853831  -5.466584
C  1.202754  -1.588660  -2.415616
H  4.061732  7.500390  0.868008
N  -4.527364  4.357569  -2.285869
H  -6.273062  -4.045954  -3.414078
C  7.251416  -4.340646  -1.403204
H  4.121530  3.712306  2.906340
C  1.095133  -1.960524  0.070117
H  -3.966750  7.106095  -3.259715
N  1.669896  -1.428855  -0.998730
N  -0.082880  -0.298323  2.821152
H  -5.870016  7.032679  -2.323440
H  4.559951  -1.309314  -0.292010
H  -7.264070  6.321730  -1.530606
H  3.223623  9.445618  4.036603
N  -0.159499  -2.794904  0.088154
H  3.539239  -0.481609  -2.999362
H  7.654010  -4.743016  -0.407062
H  -7.650602  -7.290154  -5.457378
H  4.003375  2.040969  0.618860
H  -5.708245  6.321599  -0.707687
C  -5.535538  -7.650336  -5.528262
H  2.962366  1.130369  6.094161
H  2.061384  -3.002490  3.779726
H  5.309594  -3.973063  -3.093937
N  -6.907167  -6.713799  -3.583319
C  -5.411978  -4.720090  -3.395228
H  5.753344  2.459941  0.214147
C  1.078036  -2.764428  4.318948
H  -8.381516  -8.195865  -3.406873
H  -4.921499  2.348285  -0.451794
C  -0.912271  -2.079760  1.209880
C  6.280581  -3.032812  -1.193945
H  -2.541965  -2.696218  2.751755
C  5.733596  -3.102873  0.348724
C  -5.800026  -6.094960  -2.862386
H  -5.376036  -7.441233  -6.590525
H  5.125084  0.797134  -1.517126
H  -0.817236  0.091806  0.380501
H  5.969858  8.704856  2.046608
C  -3.928197  4.213679  -0.963278
H  -2.825617  6.561121  -2.014580
H  1.339995  0.481556  6.678218
C  1.942802  0.707664  5.723930
H  3.682667  7.066385  4.644849
N  3.033872  6.982391  2.621169
Cl  -2.736950  -4.629567  -0.580543
H  -3.735398  -2.505707  0.397472
C  5.018288  -3.275033  -2.215626
C  1.199513  1.921615  4.969162
H  5.446414  0.307067  1.623074
H  -5.693769  -8.725377  -5.438201
C  4.879467  -1.749809  0.718392
H  -2.638206  -1.685257  -1.233934
H  2.515329  -0.851846  -0.845712
O  2.593216  -1.266356  1.840095
H  3.631350  8.832944  1.879006
H  6.000750  6.959657  2.223774
H  3.133696  5.373346  1.279384
C  -1.141529  -0.309191  3.608477
H  -1.495668  -4.139346  2.042626
H  2.199036  5.080794  2.712538
H  -7.787076  -7.566261  -1.903069
C  -6.740702  -6.856435  -5.027531
H  4.423389  5.018021  4.047612
H  -2.943695  3.743337  -1.071447
C  -4.734331  3.333377  -0.014256
H  1.534884  9.029603  3.675547
H  -4.073684  4.881061  -4.266159
H  -6.429376  -9.643294  -3.671625
H  0.143094  -3.655468  0.598999
H  3.131130  0.842155  -4.262157
H  -4.651245  -4.273106  -2.749006
C  -7.460885  -7.882400  -2.901515
H  -3.759710  5.186900  -0.485275
C  -2.074056  0.230007  -1.705590
H  0.822351  -3.716097  4.938871
H  8.142996  -4.120487  -2.098169
C  -4.350983  -4.249789  1.646608
H  0.047998  1.939511  5.128075
H  3.281043  -3.264984  1.312075
H  -4.179616  3.185871  0.916659
C  4.669918  2.537903  -0.191763
H  -6.094308  -5.958045  -1.815347
H  -2.726192  4.323592  -3.324997
C  -3.623789  4.952214  -3.269235
C  3.127885  5.547772  2.361897
O  -2.037196  -0.485842  4.467974
H  -2.338364  6.628160  -3.704380
C  0.232040  -1.679077  2.323852
C  3.004857  1.533108  -2.060520
C  3.678115  -2.234758  1.668908
H  4.416185  3.662578  -0.273526
N  -1.785052  -1.127351  -1.076323
H  6.642989  -5.178127  -1.909622
H  4.627861  -2.268651  -2.603218
C  5.433905  7.855234  2.480494
H  6.608388  -3.281332  1.075249
H  6.846691  -2.062841  -1.422630
C  -5.901849  4.851836  -2.324381
C  4.297031  4.788853  2.987263
C  -1.545443  -0.817609  0.364932
C  -6.554644  -9.100523  -2.732899
C  -3.201557  -3.471451  0.767663
C  5.920711  -0.729124  1.399519
H  2.409294  1.262758  -1.113250
H  -4.983342  -3.505119  2.242613
H  1.984139  6.681420  4.400985
H  1.943900  -1.982961  6.339934
H  -1.190770  0.965411  -1.578255
H  -3.780200  -5.011657  2.309303
O  -0.066018  -2.530573  3.456085
H  2.591985  2.526787  -2.457895
H  4.199372  -3.856872  -1.630563
H  1.452414  2.022504  3.855044
H  -4.989832  -4.775631  -4.402470
H  -2.965771  0.720254  -1.143434
H  0.854409  -0.212212  -4.219370
H  5.044824  -4.042004  0.367741
H  0.357501  -1.216194  5.789736
H  -4.975349  -4.877174  0.891669
H  4.134239  -2.443813  2.721423
H  2.156001  8.897389  5.324573
H  -6.546117  4.108119  -1.842562
N  1.447327  -1.916349  1.500774
H  -7.005203  -9.797762  -2.021611
H  -2.347645  0.064726  -2.817780
C  1.326981  -0.171212  -3.172978
C  -2.020041  -3.127501  1.805487
C  2.409807  8.754039  4.270904
H  1.580960  2.901131  5.470770
H  0.698556  0.583329  -2.548733
H  0.167317  -2.062118  -2.528333
H  -4.612757  -7.388678  -5.005246
C  4.014079  7.807348  1.919158
C  1.378945  -1.607387  5.392089
C  4.537852  1.788190  -1.638091
H  1.948019  -2.332460  -2.916058
H  6.736359  -0.512153  0.596037
C  -6.186483  6.208708  -1.683338
H  -6.251631  4.873211  -3.362665
H  5.453155  7.980989  3.565362
H  -5.567790  -8.835647  -2.346675
H  -2.509374  -0.436896  0.887588
H  5.235543  4.996243  2.469557
H  5.135606  2.423470  -2.403123
H  6.483758  -1.169001  2.302925
H  -4.909294  -6.736348  -2.856152

Forces on the atoms, in the same order (eV/Å):
0.0 0.2 -0.1
0.1 -0.1 0.0
-1.0 0.2 1.2
-0.1 -0.5 1.5
0.0 0.2 -0.1
0.0 0.0 0.2
0.8 -0.5 -2.3
-0.1 -0.2 0.2
0.1 -0.1 -0.4
0.0 -0.1 -0.1
-0.1 0.2 -0.2
0.0 0.0 0.0
-1.9 -1.1 1.7
0.1 0.0 0.1
-1.0 -1.0 2.1
-4.0 0.1 2.6
0.0 0.0 0.1
0.0 -0.5 1.5
0.1 0.0 0.0
-0.1 0.0 0.0
2.3 0.8 1.2
-0.9 1.6 -0.6
-0.5 0.7 -1.5
0.0 0.0 0.3
0.9 0.9 -1.5
0.0 0.0 -0.1
0.1 -0.2 -0.2
-1.5 -1.1 -0.9
-1.6 0.4 0.3
-0.4 1.5 1.4
-0.3 -0.1 0.1
0.0 0.0 -0.1
-1.7 0.2 -0.8
1.2 -0.6 2.1
0.1 0.1 -0.1
0.0 0.1 0.0
-0.9 -0.2 -1.2
-0.2 -2.0 0.2
1.1 -0.8 -1.6
-0.3 0.2 -1.1
-0.1 0.1 -0.2
0.0 0.0 0.1
-1.1 1.3 -0.4
-1.1 -1.7 0.1
0.0 -0.1 0.0
-0.2 0.0 0.0
0.0 0.0 0.0
0.9 0.0 -1.5
0.0 1.3 0.2
0.0 0.0 0.1
-0.1 -0.3 -0.3
0.0 1.1 0.8
1.3 -1.8 0.1
0.4 0.0 0.5
0.0 0.8 0.5
0.7 -1.9 -0.1
0.1 0.1 0.1
1.1 -1.0 0.5
0.7 0.2 0.4
-0.6 -0.4 0.0
1.1 -0.4 -0.4
-0.1 -0.1 0.1
0.0 0.0 0.1
0.1 0.2 0.0
0.1 -2.1 1.8
-0.9 1.9 -0.1
0.0 0.2 0.1
0.1 0.1 -0.1
0.1 0.4 -0.1
0.0 0.0 -0.1
0.0 0.2 -0.3
-0.1 0.0 0.0
0.1 0.0 0.0
-0.2 0.0 0.2
0.1 0.1 0.1
0.0 0.4 -1.0
-0.6 -0.7 1.6
0.0 -0.1 0.0
-0.1 0.1 0.2
0.1 0.0 0.1
-0.8 0.1 0.0
0.3 1.7 -1.1
-1.4 -0.2 1.1
1.0 -0.7 -1.1
1.9 -0.3 -0.4
0.4 2.0 0.4
0.0 0.1 -0.1
0.2 -0.1 0.0
-0.1 -0.2 -0.1
-0.1 -0.1 0.2
0.1 -0.2 0.0
-0.2 0.0 0.1
5.2 1.9 -5.4
0.0 0.0 0.0
-3.9 -0.5 -0.4
1.0 0.3 -0.7
2.1 -0.9 0.6
0.3 -1.9 0.2
-0.1 2.1 0.3
1.0 1.2 0.9
0.3 -1.6 0.4
0.3 0.0 -0.1
-1.4 0.4 -1.0
-0.9 -1.4 0.4
-0.2 -0.2 0.2
0.2 -0.2 -0.1
-0.2 0.4 1.2
0.0 -0.3 0.0
-1.7 0.3 2.1
0.2 0.6 -1.0
0.8 0.3 -1.4
1.0 -1.2 -0.8
0.1 -0.2 -0.2
-0.9 0.0 -1.8
-1.3 -1.4 -0.4
-1.2 1.3 -0.8
3.1 -0.1 -1.1
0.4 -1.4 0.7
1.2 1.1 -1.0
-0.4 -0.5 1.7
-0.1 0.0 0.1
1.3 -0.6 -1.2
0.7 -0.3 1.7
1.2 1.5 0.1
1.5 -0.8 -0.7
0.8 1.3 1.5
-0.8 0.5 -1.7
0.0 0.0 -0.1
0.2 0.0 0.0
-1.3 1.4 -1.9
0.0 0.0 0.0
0.5 0.5 1.9
-0.4 0.8 0.4
0.1 0.1 -1.0
0.1 0.1 -0.1
-0.7 -1.6 -0.8
0.9 -1.3 -1.2
1.4 1.0 0.9
-0.1 0.0 0.0
-0.1 0.3 0.1
-0.9 0.3 0.9
0.6 0.2 1.0
-1.2 1.3 0.9
-1.3 -0.4 1.4
-0.2 0.2 0.0
0.3 0.0 0.0
0.0 0.0 -0.1
0.0 0.0 0.0
1.5 -0.6 -0.6
0.0 0.0 0.1
-1.2 -1.1 1.1
-1.2 0.7 -1.3
0.2 0.0 0.1


Record 2
# C5H7NO2

One molecule with the formula C5H7NO2 (wB97M-V/def2-TZVPD, OMol25).

Its spin multiplicity is 1. The relative energy (zero: lowest compared OMol25 entry of this formula, charge and spin) comes out at 28.40 kcal/mol. The SMILES is CC(=C=N)CC(=O)O. The value obtained for the LUMO energy is 0.74 eV. As for the total charge: 0. As for the calculated total energy: -10882.3857 eV.

Positions of all 15 atoms, in Å:
O  2.073026  1.485507  -0.052672
O  2.220340  -0.405937  -1.239107
C  -1.810051  -0.623043  1.017550
H  -1.068656  0.276525  -2.881911
H  0.989599  -1.439323  0.962330
H  -1.864747  -0.024985  1.927664
C  -0.681080  0.336605  -0.985490
C  -0.617809  -0.226483  0.203400
H  0.924252  0.261374  1.625596
N  -0.907076  0.868530  -2.064218
H  2.734226  1.804073  -0.689500
C  0.758325  -0.386443  0.766073
H  -1.728303  -1.670343  1.312395
C  1.709162  0.227163  -0.355692
H  -2.731210  -0.483220  0.453581

Forces on the atoms, in the same order (eV/Å):
-0.3 0.3 0.1
-0.5 0.2 -0.3
-0.1 0.2 -0.2
0.4 -0.1 0.3
0.3 0.3 0.0
0.0 0.0 0.1
-1.7 -0.7 -0.2
0.2 0.5 -0.4
-0.2 -0.3 0.3
0.0 0.3 0.1
-0.2 -0.3 -0.1
1.0 1.1 -1.7
0.0 0.0 0.0
1.2 -1.6 1.9
0.0 0.0 0.1


Record 3
# C4H7ClO

One molecule with the formula C4H7ClO (wB97M-V/def2-TZVPD, OMol25).

Its spin multiplicity is 1. The relative energy (zero: lowest compared OMol25 entry of this formula, charge and spin) comes out at 52.68 kcal/mol. The SMILES is C[C@]1(Cl)CCO1. The value obtained for the LUMO energy is 0.94 eV. As for the total charge: 0. As for the calculated total energy: -18829.2442 eV.

Positions of all 13 atoms, in Å:
H  2.135348  1.344823  0.669455
O  0.432859  1.130432  -0.328437
Cl  0.548951  -0.790638  -2.226994
C  -1.569043  -0.275953  -0.712211
H  -1.811411  0.451647  -1.542496
C  -0.086332  -0.084901  -0.617209
H  0.314823  -1.114381  1.604450
C  1.191611  0.841692  0.878383
H  1.662932  -1.250303  0.494490
H  -2.066154  0.318427  0.127047
H  0.617452  1.319121  1.700498
C  0.845030  -0.643590  0.791378
H  -2.216065  -1.246375  -0.838355

Forces on the atoms, in the same order (eV/Å):
0.5 -0.8 0.7
-0.7 2.0 -0.9
0.2 0.3 0.7
-2.9 2.3 0.3
-0.1 -1.1 0.3
2.3 -4.1 2.8
-0.3 0.2 0.2
-2.3 0.8 -0.6
0.6 -0.7 -0.4
0.8 -1.0 -0.5
0.8 -0.1 -0.2
-1.0 0.6 -2.5
2.3 1.6 0.1


Record 4
# C3H4O2

One molecule with the formula C3H4O2 (wB97M-V/def2-TZVPD, OMol25).

Its spin multiplicity is 1. The relative energy (zero: lowest compared OMol25 entry of this formula, charge and spin) comes out at 166.35 kcal/mol. The value obtained for the LUMO energy (spin up / spin down) is -0.96 / 0.30 eV. As for the total charge: 0. As for the calculated total energy: -7263.4725 eV.

Positions of all 9 atoms, in Å:
H  1.182634  1.646791  -1.131349
H  -1.025455  0.542080  2.227533
H  1.899604  0.323569  -0.011647
O  -0.173870  0.915543  0.372886
O  -0.447291  -1.204244  -0.430242
C  -0.088552  -0.111769  -0.772911
C  -0.200449  0.048659  1.686706
H  0.835861  0.180415  2.041170
C  1.024718  0.769213  -0.501104

Forces on the atoms, in the same order (eV/Å):
0.0 -0.3 0.3
0.5 -0.7 0.0
-0.3 0.3 0.1
0.4 0.8 2.1
0.1 -0.3 -0.5
-0.7 -1.5 -1.5
0.8 2.1 -1.2
-0.7 -0.2 0.5
0.0 -0.1 0.3


> Which of these has the highest total charge?

C44H96ClN8O4


> calculated total energy of number 4 (C3H4O2)?

-7263.4725 eV


> The highest total charge belongs to which entry?

C44H96ClN8O4